(1)
# C38H77N2O11P

A cluster of 6 separate species, C38H77N2O11P in total (wB97M-V/def2-TZVPD, the OMol25 dataset).

Last column: Mulliken charge in e.
Atoms and positions in Å:
C1 2.214 3.687 -0.468  -0.86
C2 0.879 3.280 -1.120  -0.35
O1 0.163 2.489 -0.164  0.00
C3 -1.222 2.758 -0.090  -1.97
C4 -1.585 3.646 1.114  1.19
N1 -0.618 4.741 1.124  -0.54
C5 -2.953 4.264 0.722  -0.18
O2 -3.206 5.341 0.248  -0.55
N2 -3.902 3.232 1.130  -0.51
C6 -3.442 2.991 2.517  0.74
C7 -3.936 4.282 3.261  -2.13
C8 -4.231 1.856 3.171  -1.32
C9 -4.178 0.549 2.398  0.51
O3 -3.143 0.175 1.864  -0.58
C10 -5.400 -0.340 2.292  0.52
C11 -5.421 -1.256 1.281  -0.68
C12 -6.495 -2.091 1.195  -0.47
C13 -7.511 -2.006 2.101  -0.58
C14 -7.488 -1.067 3.079  -0.54
C15 -6.423 -0.213 3.188  -0.66
C16 -1.896 2.866 2.452  1.31
C17 -1.193 3.405 3.703  -1.11
C18 0.004 2.555 4.180  -1.78
C19 0.949 2.089 3.048  1.19
P1 1.433 0.375 3.378  0.28
O4 0.331 -0.447 3.873  -0.82
O5 2.626 0.312 4.467  -0.45
C20 3.690 1.277 4.347  -0.29
C21 4.547 1.119 3.092  -0.86
O6 1.885 -0.206 1.938  0.20
C22 2.613 -1.441 2.001  -0.41
C23 3.397 -1.573 0.685  -0.60
H1 3.075 3.374 -1.053  0.33
H2 2.211 4.767 -0.319  0.34
H3 2.292 3.234 0.520  -0.08
H4 1.080 2.653 -1.998  0.48
H5 0.331 4.171 -1.409  0.33
H6 -1.593 3.175 -1.031  0.38
H7 -1.726 1.792 0.027  0.41
H8 0.312 4.417 1.357  0.12
H9 -0.920 5.482 1.739  0.40
H10 -3.806 2.414 0.533  0.37
H11 -3.143 5.030 3.282  0.39
H12 -4.136 3.996 4.293  0.51
H13 -4.847 4.636 2.795  0.46
H14 -5.248 2.176 3.381  0.51
H15 -3.776 1.678 4.153  0.48
H16 -4.609 -1.311 0.576  0.48
H17 -6.521 -2.839 0.413  0.38
H18 -8.361 -2.673 2.054  0.40
H19 -8.273 -0.962 3.816  0.56
H20 -6.388 0.539 3.961  0.42
H21 -1.503 1.880 2.217  0.80
H22 -0.896 4.449 3.612  0.41
H23 -1.932 3.383 4.508  0.37
H24 -0.372 1.751 4.808  0.70
H25 0.597 3.194 4.839  0.31
H26 0.540 2.168 2.042  -1.36
H27 1.832 2.731 3.074  0.84
H28 3.349 2.303 4.490  0.24
H29 4.356 1.072 5.185  0.38
H30 5.352 1.853 3.137  0.53
H31 4.943 0.108 3.090  0.23
H32 3.995 1.345 2.181  0.08
H33 1.958 -2.300 2.134  0.27
H34 3.342 -1.467 2.811  0.44
H35 3.458 -2.606 0.345  0.25
H36 2.829 -0.995 -0.045  -0.17
H37 4.362 -1.077 0.786  0.29
C24 -11.289 2.597 5.558  -1.36
C25 -10.372 1.686 4.757  0.46
C26 -11.169 0.701 3.915  -1.18
O7 -9.502 0.977 5.641  -0.54
H38 -11.906 2.012 6.247  0.35
H39 -10.705 3.293 6.160  0.33
H40 -11.949 3.170 4.904  0.38
H41 -9.733 2.288 4.109  0.28
H42 -11.783 0.059 4.553  0.34
H43 -10.501 0.051 3.350  0.25
H44 -11.825 1.220 3.213  0.38
H45 -10.048 0.438 6.224  0.34
C27 0.141 -0.971 -3.833  -1.53
C28 1.639 -0.798 -3.627  0.79
C29 2.193 -1.856 -2.686  -1.11
O8 1.905 0.504 -3.098  -0.54
H46 -0.394 -0.867 -2.883  0.31
H47 -0.243 -0.201 -4.504  0.37
H48 -0.090 -1.950 -4.256  0.41
H49 2.151 -0.860 -4.586  0.11
H50 1.722 -1.782 -1.700  0.12
H51 3.265 -1.716 -2.541  0.34
H52 2.023 -2.861 -3.076  0.54
H53 1.458 0.575 -2.246  0.22
C30 5.028 -2.879 -7.561  -0.92
C31 3.960 -1.833 -7.284  0.36
C32 4.266 -0.530 -8.007  -1.29
O9 3.870 -1.594 -5.879  -0.40
H54 6.003 -2.534 -7.206  -0.09
H55 4.801 -3.806 -7.032  0.35
H56 5.103 -3.097 -8.628  0.41
H57 2.986 -2.208 -7.601  0.29
H58 5.219 -0.117 -7.667  0.27
H59 3.497 0.214 -7.795  0.34
H60 4.318 -0.679 -9.087  0.39
H61 4.723 -1.260 -5.581  0.25
C33 10.404 -1.472 -5.130  -1.39
C34 9.059 -1.913 -5.688  0.47
C35 9.093 -3.367 -6.133  -1.10
O10 8.694 -1.078 -6.788  -0.53
H62 11.182 -1.554 -5.894  0.35
H63 10.366 -0.427 -4.821  0.32
H64 10.696 -2.079 -4.272  0.38
H65 8.288 -1.781 -4.927  0.27
H66 9.828 -3.514 -6.929  0.33
H67 8.124 -3.663 -6.536  0.19
H68 9.344 -4.030 -5.304  0.37
H69 9.364 -1.181 -7.471  0.34
C36 1.418 -6.807 0.573  -1.43
C37 1.299 -5.362 0.115  0.59
C38 0.331 -5.230 -1.051  -1.24
O11 2.584 -4.867 -0.266  -0.49
H70 1.801 -7.437 -0.235  0.36
H71 2.120 -6.888 1.404  0.35
H72 0.453 -7.202 0.893  0.38
H73 0.960 -4.741 0.945  0.24
H74 0.680 -5.811 -1.909  0.35
H75 0.260 -4.190 -1.372  0.19
H76 -0.666 -5.579 -0.778  0.41
H77 2.902 -5.402 -1.001  0.32

Atoms 1-6, force components in eV/Å:
-0.42 0.25 -0.08
1.01 -0.49 0.32
-0.44 0.32 -0.14
-0.24 -1.05 0.07
0.23 2.31 -0.29
-0.10 -0.40 -0.10

## Properties
Calculated total energy in hartree: -2772.6418
Structure (SMILES): CCOC[C@@]1(N)C(=O)N[C@@](C)(CC(=O)c2ccccc2)[C@@H]1CCCP(=O)(OCC)OCC.CC(C)O.CC(C)O.CC(C)O.CC(C)O.CC(C)O
M in g mol⁻¹: 769.01
LUMO level in eV: 0.6
ΔE to the lowest compared entry with this formula, charge and spin in kJ/mol: 0.0

(2)
# C38H78Br3Cl2F7N2NaO12S

A structure of composition C38H78Br3Cl2F7N2NaO12S (wB97M-V/def2-TZVPD, the OMol25 dataset).

Last column: Mulliken charge in e.
Atoms and positions in Å:
C1 5.327 2.407 1.792  -1.00
C2 4.444 2.435 0.490  0.71
C3 2.940 2.046 0.799  -1.01
C4 2.699 0.475 0.738  -0.09
C5 1.227 0.143 0.333  -0.53
O1 1.026 -1.277 0.329  0.08
C6 0.961 -1.818 -0.956  0.13
C7 1.275 -3.358 -0.780  -1.40
C8 2.468 -3.591 0.199  -0.30
O2 3.502 -2.651 0.048  -0.50
C9 2.014 -3.811 1.693  0.45
F1 0.699 -3.628 1.920  -0.17
F2 2.251 -5.107 2.051  -0.35
F3 2.770 -3.033 2.515  -0.31
O3 1.908 -1.374 -1.891  0.26
C10 1.476 -0.455 -2.890  -0.27
C11 2.782 0.375 -3.433  0.70
C12 3.966 0.471 -2.354  -0.33
C13 2.335 1.751 -3.999  -1.92
C14 1.978 2.799 -2.881  3.13
C15 0.498 3.304 -3.141  -1.62
C16 2.902 4.073 -3.055  -0.61
C17 -0.583 -1.730 -1.385  -0.82
O4 -1.271 -2.005 -0.197  0.64
C18 -2.667 -1.983 -0.313  -0.03
C19 -3.356 -0.594 -0.519  0.21
C20 -4.865 -0.847 -0.903  -0.35
F4 -5.373 0.144 -1.744  -0.44
C21 -3.157 -2.532 1.086  -0.19
O5 -2.290 -1.912 2.059  -0.27
C22 -3.005 -1.510 3.214  -0.47
C23 -3.735 -0.140 3.098  0.34
C24 -2.784 1.084 2.861  -1.25
S1 -1.095 -2.892 -2.717  1.07
O6 -0.037 -3.272 -3.668  -0.75
O7 -1.720 -4.103 -2.152  -0.54
C25 -2.427 -2.057 -3.762  0.74
F5 -3.659 -2.414 -3.422  -0.20
F6 -2.246 -2.512 -5.021  -0.25
F7 -2.268 -0.717 -3.844  -0.19
H1 5.127 1.481 2.393  0.26
H2 5.093 3.361 2.412  -0.05
H3 6.389 2.403 1.448  0.42
H4 4.402 3.481 0.096  -0.90
H5 4.884 1.720 -0.242  0.28
H6 2.774 2.359 1.858  0.66
H7 2.217 2.576 0.135  0.24
H8 2.807 0.118 1.790  0.66
H9 3.469 -0.069 0.162  0.08
H10 0.596 0.543 1.167  0.24
H11 0.885 0.668 -0.587  0.03
H12 0.372 -3.943 -0.496  0.41
H13 1.622 -3.804 -1.743  0.42
H14 2.918 -4.596 -0.136  0.30
H15 4.305 -3.205 -0.021  0.48
H16 1.043 -0.922 -3.816  0.40
H17 0.750 0.319 -2.571  -0.21
H18 3.174 -0.238 -4.344  0.07
H19 3.653 1.216 -1.603  -0.98
H20 4.331 -0.513 -1.920  0.49
H21 4.849 0.917 -2.881  0.68
H22 1.416 1.605 -4.620  0.50
H23 3.114 2.124 -4.705  0.49
H24 1.995 2.400 -1.848  -1.81
H25 -0.169 2.460 -3.446  0.30
H26 0.457 4.044 -3.972  0.49
H27 0.037 3.760 -2.240  0.30
H28 2.390 4.856 -3.661  0.41
H29 3.834 3.819 -3.608  0.04
H30 3.167 4.508 -2.064  -0.31
H31 -0.892 -0.712 -1.716  0.68
H32 -3.113 -2.689 -1.049  0.37
H33 -3.320 0.074 0.362  -0.60
H34 -2.952 0.000 -1.379  0.43
H35 -5.427 -0.797 0.058  0.27
H36 -5.016 -1.853 -1.343  0.24
H37 -2.992 -3.639 1.094  0.19
H38 -4.205 -2.238 1.312  -0.10
H39 -2.243 -1.397 4.026  0.22
H40 -3.692 -2.320 3.584  0.02
H41 -4.277 0.054 4.060  0.43
H42 -4.531 -0.195 2.309  -0.07
H43 -1.704 0.832 2.924  0.17
H44 -3.050 1.881 3.594  0.32
H45 -2.923 1.560 1.859  0.32
C26 -5.863 -5.561 2.011  -1.15
N1 -7.120 -5.249 2.798  0.14
C27 -6.760 -5.222 4.256  -0.79
C28 -8.129 -6.328 2.566  -0.93
C29 -7.678 -3.878 2.435  -0.47
C30 -8.126 -3.732 0.994  -0.61
O8 -7.029 -3.942 0.129  -0.34
H46 -5.365 -6.406 2.485  0.39
H47 -6.126 -5.840 0.997  0.38
H48 -5.214 -4.688 2.028  0.44
H49 -6.366 -6.197 4.533  0.38
H50 -7.658 -5.001 4.831  0.40
H51 -6.007 -4.451 4.410  0.28
H52 -8.336 -6.397 1.501  0.37
H53 -9.034 -6.082 3.119  0.34
H54 -7.711 -7.269 2.920  0.38
H55 -6.885 -3.163 2.657  0.31
H56 -8.521 -3.695 3.104  0.38
H57 -8.509 -2.718 0.843  0.42
H58 -8.930 -4.434 0.746  0.39
H59 -7.340 -3.844 -0.777  0.24
C31 -3.857 2.500 7.633  -1.45
C32 -3.468 1.216 6.947  0.92
O9 -4.272 0.553 6.302  -0.66
N2 -2.181 0.803 7.061  -0.10
C33 -1.090 1.443 7.773  -0.90
H60 -4.911 2.698 7.451  0.31
H61 -3.700 2.415 8.709  0.38
H62 -3.274 3.332 7.234  0.39
H63 -1.993 -0.062 6.577  0.18
H64 -0.290 1.662 7.065  0.31
H65 -0.712 0.752 8.528  0.30
H66 -1.404 2.363 8.255  0.33
C34 3.179 7.609 -0.749  -0.40
Br1 3.764 8.109 -2.526  -0.07
Br2 1.253 7.436 -0.655  -0.06
Br3 4.081 6.018 -0.134  0.10
H67 3.460 8.413 -0.080  0.42
C35 9.059 4.298 -6.616  -0.69
O10 8.795 5.549 -6.004  -0.38
C36 7.411 5.880 -6.008  -0.64
C37 6.758 5.579 -4.669  -0.27
O11 6.744 4.182 -4.398  -0.25
C38 7.785 3.783 -3.515  -0.89
H68 10.061 3.983 -6.321  0.25
H69 8.348 3.529 -6.306  0.27
H70 9.032 4.404 -7.706  0.33
H71 6.892 5.363 -6.821  0.33
H72 7.342 6.956 -6.197  0.37
H73 5.714 5.906 -4.707  0.24
H74 7.252 6.126 -3.861  0.36
H75 7.515 4.036 -2.485  0.33
H76 8.739 4.250 -3.767  0.41
H77 7.897 2.702 -3.592  0.24
O12 -3.346 -6.045 -0.142  -1.07
H78 -2.766 -5.441 -0.617  0.17
Cl1 5.268 5.145 2.963  -0.80
Na1 3.433 -1.693 -3.719  0.86
Cl2 4.415 -5.228 -1.202  -0.70

Atoms 1-6, force components in eV/Å:
-0.66 0.00 -0.47
-0.61 -0.14 0.86
0.75 -0.87 0.21
-0.36 0.78 0.83
0.63 0.67 1.52
0.45 1.00 -1.77

## Properties
Net charge: -1
Calculated total energy in hartree: -12408.7453
M in g mol⁻¹: 1253.70
LUMO level in eV: 0.7

Max |F| for every record listed, in sequence, given in eV/A: 2.6, 5.4.